A structure of composition C40H48AsN9OPRbSSe, computed with the ωB97M-V functional and the def2-TZVPD basis.

```
103
Properties=species:S:1:pos:R:3:forces:R:3
Rb -0.377678 0.151146 -0.045896 -0.1 -0.4 -0.5
C 3.850903 3.000980 -0.259809 0.5 0.3 0.0
C 2.654290 2.379058 -0.539775 -0.8 -0.4 2.5
N 2.008856 1.522744 0.287068 1.4 0.8 0.5
C 2.561574 1.250204 1.514680 0.6 1.0 -1.3
C 3.804571 1.880091 1.844382 -0.4 -0.2 -0.2
C 4.427977 2.739149 0.945581 0.2 0.3 -0.4
C 4.446566 1.668928 3.075451 0.0 -0.8 1.7
C 3.893631 0.847165 4.010552 1.4 1.2 -0.5
C 2.676914 0.202413 3.751040 -0.5 -0.3 -0.1
C 2.152928 -0.629658 4.749861 -0.6 -0.4 0.1
C 0.963378 -1.288959 4.554476 0.7 0.0 0.6
C 0.325539 -1.092509 3.348625 0.4 0.2 -1.7
N 0.798176 -0.308652 2.378231 1.2 0.1 0.1
C 1.977909 0.371114 2.519248 -1.0 -1.3 1.2
H 4.307508 3.678373 -0.970330 -0.1 0.0 0.0
H 2.167041 2.590735 -1.459893 0.1 1.2 0.5
H 5.370008 3.218560 1.195773 -0.1 -0.2 0.2
H 5.389276 2.159240 3.300582 -0.1 0.0 -0.2
H 4.409523 0.703208 4.955421 -0.2 -0.1 0.0
H 2.679159 -0.763835 5.690435 0.1 0.2 -0.1
H 0.541415 -1.935541 5.313048 0.0 0.0 0.0
H -0.617570 -1.579450 3.121998 0.0 0.0 -0.1
C 2.269272 1.551259 -5.201216 -0.3 0.1 0.3
N 2.210871 2.072670 -3.850894 2.5 1.4 0.7
C 1.302437 3.213008 -3.786021 -0.1 -0.6 -0.3
N -0.021179 2.832352 -4.234000 -1.2 2.3 -0.4
C 0.041375 2.304083 -5.586252 0.3 -0.1 0.5
N 0.949095 1.169536 -5.651859 0.2 -0.3 -2.7
C 0.435977 -0.011566 -4.966128 0.2 0.9 0.0
P 0.269704 0.415113 -3.207847 -1.9 -3.9 2.5
C 1.917357 1.042705 -2.845122 -0.4 -0.8 -3.2
C -0.709040 1.939287 -3.296797 0.8 0.0 -1.2
H 2.966971 0.708698 -5.266911 -0.3 -0.1 0.2
H 2.686999 2.310015 -5.875867 -0.3 0.2 0.1
H 1.687036 4.028990 -4.411558 0.0 -0.2 -0.2
H 1.266591 3.634752 -2.775648 -0.2 -0.3 0.0
H 0.379516 3.088234 -6.276352 0.3 0.0 0.2
H -0.956981 2.030557 -5.946440 0.1 -0.2 0.3
H 1.111077 -0.861301 -5.107190 0.1 0.1 0.1
H -0.526442 -0.310206 -5.393495 0.0 0.1 0.1
H 2.668500 0.246777 -2.876586 -0.2 -0.1 -0.1
H 1.947155 1.429611 -1.882126 -0.6 -0.9 0.2
H -0.804454 2.403587 -2.320977 0.2 -0.3 -0.3
H -1.728586 1.738481 -3.637357 0.1 -0.2 0.0
C -0.497609 -5.699181 0.577786 0.2 0.2 -0.1
N -1.913436 -5.474412 0.805190 -0.6 -0.8 0.1
C -2.852459 -6.428852 1.070408 -1.5 -0.6 0.3
C -4.061790 -5.806241 1.219758 0.4 -1.6 0.1
N -3.873545 -4.465389 1.047147 -0.2 -0.9 0.1
C -4.895034 -3.436693 1.120564 0.0 0.4 0.0
C -2.554201 -4.279368 0.794760 0.8 1.4 0.0
Se -1.786411 -2.717568 0.495155 0.3 1.0 -0.1
H -0.267355 -6.773730 0.648263 -0.3 0.3 0.0
H 0.091684 -5.156815 1.333129 -0.2 0.0 -0.4
H -0.220112 -5.338858 -0.424140 0.0 0.1 0.4
H -2.657431 -7.488051 1.145717 0.2 0.2 -0.1
H -5.008635 -6.277628 1.436073 0.0 0.2 0.0
H -5.874313 -3.889350 1.340554 0.5 -0.1 -0.1
H -4.955027 -2.903053 0.159481 0.1 0.0 0.4
H -4.645083 -2.720007 1.918002 0.0 -0.1 -0.4
N -6.054112 2.625258 4.676335 -0.8 0.3 -0.1
C -4.791143 2.213633 5.039279 1.1 -0.5 -1.6
S -4.442386 2.251812 6.687984 0.3 0.0 0.7
C -3.870562 1.782895 3.973232 -1.9 0.9 2.2
C -2.568986 1.351634 4.274008 1.0 -0.4 -0.4
C -1.736759 0.955305 3.243399 -1.1 0.5 0.2
N -2.093378 0.953840 1.941648 -0.3 0.0 0.5
C -3.341750 1.369338 1.663333 -0.2 -0.4 0.3
C -4.252003 1.785244 2.620281 0.4 -0.3 -0.9
H -6.676748 2.918135 5.412656 0.3 -0.1 -0.1
H -6.417106 2.661981 3.739877 0.3 -0.1 0.0
H -2.191271 1.317617 5.288379 -0.3 0.1 0.0
H -0.735788 0.621175 3.446263 -0.4 0.5 0.2
H -3.604947 1.359836 0.610553 0.0 -0.3 0.0
H -5.230623 2.099317 2.283679 0.0 0.0 0.0
C -0.463641 5.277066 -0.863372 0.1 0.3 -0.2
As -0.962203 3.441610 -0.333225 -0.8 0.7 0.8
C -2.753597 3.492842 -1.153765 -0.3 0.1 -0.1
C -1.570359 3.953620 1.470607 0.2 0.4 0.2
H -1.273510 5.982100 -0.617728 0.3 -0.2 -0.1
H -0.275309 5.306015 -1.948504 0.0 0.1 0.3
H 0.451761 5.575976 -0.328473 -0.3 -0.1 -0.2
H -3.278448 4.420656 -0.871702 0.2 -0.2 0.0
H -3.333734 2.626288 -0.810947 0.4 0.2 -0.3
H -2.655057 3.449757 -2.248354 -0.1 0.0 0.4
H -2.239695 4.827586 1.415765 0.2 -0.2 0.0
H -0.695222 4.204391 2.091360 -0.3 -0.1 -0.2
H -2.104865 3.119117 1.927404 0.3 0.5 -0.1
O -2.391359 0.011036 -1.297349 -1.2 0.5 -0.7
C 1.384131 -1.950549 -0.859152 -0.6 1.3 0.6
C 2.132194 -2.843417 -1.204876 1.6 -1.9 -0.8
C 3.014470 -3.896078 -1.612287 -0.8 0.9 0.3
C 2.501626 -5.131063 -2.031405 0.5 -0.7 -0.2
C 3.362475 -6.152652 -2.426718 -0.1 0.3 0.1
C 4.740491 -5.952298 -2.407858 0.2 -0.2 -0.1
C 5.259158 -4.728130 -1.993085 -0.3 0.1 0.1
C 4.402472 -3.703506 -1.596787 0.6 -0.6 -0.2
H 1.430121 -5.299464 -2.051068 0.1 0.2 0.0
H 2.958341 -7.107371 -2.750514 0.0 0.0 0.0
H 5.410075 -6.749961 -2.716545 0.0 0.0 0.0
H 6.333901 -4.572257 -1.978668 0.0 0.0 0.0
H 4.818959 -2.754283 -1.275613 -0.2 0.0 0.0
```
Positions in Å, forces in eV/Å.

Summary:
ΔE to the lowest compared entry with this formula, charge and spin in eV: 3.370
Total charge: -2
Gap between HOMO and LUMO (alpha / beta) in eV: 5.2 / 3.3
DFT total energy in Eh: -7521.5913